[1]
{"formula": "C4H5O4P", "method": "ωB97M-V/def2-TZVPD", "elements": ["O", "P", "O", "O", "C", "C", "H", "H", "C", "H", "O", "H", "C", "H"], "xyz": [[-0.9140, -0.4833, -1.8741], [-1.6914, 0.4066, -0.8665], [-2.9101, 1.1015, -1.0856], [-1.7804, -0.6412, 0.3972], [-0.6632, -1.5014, 0.3616], [0.3095, -0.8384, -0.5709], [-0.8862, -2.4946, -0.0084], [-0.4442, -1.5607, 1.4849], [0.6017, 0.5036, -0.1433], [2.2978, 1.8814, 0.1519], [-0.2970, 1.4195, -0.4338], [2.6062, 0.0934, 0.4286], [1.8701, 0.9114, 0.5124], [1.9012, 1.2021, 1.6461]], "forces_ev_per_angstrom": [[1.1, 0.2, 2.0], [1.8, -2.2, 0.6], [-1.4, 1.5, -0.5], [-1.0, 1.5, -0.9], [0.4, -0.9, 2.1], [-0.1, 1.7, -0.9], [-0.5, -0.1, 0.0], [0.8, -0.2, -1.7], [-0.3, -0.2, -0.4], [-0.5, -1.0, -0.5], [-0.5, -0.8, -0.1], [-0.3, 0.5, -0.2], [1.4, 0.7, 2.2], [-1.0, -0.9, -1.7]], "e_tot_ev": -21706.3851, "orbital_gap_ev": [8.8, 8.8], "homo_energy_ev": [-9.738, -9.738], "spin_multiplicity": 1, "relative_energy_kcal_mol": 9.7}



[2]
{"formula": "C4H5O5Tm", "method": "ωB97M-V/def2-TZVPD", "elements": ["O", "H", "H", "O", "C", "Tm", "H", "C", "O", "C", "C", "O", "H", "H", "O"], "xyz": [[1.9175, 0.8718, -0.2564], [-0.1286, 1.0150, -0.7054], [0.1925, -1.2850, -1.3283], [2.0108, -1.3173, -0.3334], [0.4612, 0.4437, 0.0146], [4.0434, 2.2521, -0.4819], [0.3239, 0.6341, 1.0821], [0.5699, -1.0469, -0.3301], [-4.6444, -0.1690, 0.9530], [2.6669, -0.2176, -0.3725], [-3.5196, 0.3562, 0.3089], [3.8867, -0.0453, -0.3677], [0.1227, -1.6983, 0.4222], [-5.4144, 0.1258, 0.4563], [-2.4883, 0.0810, 0.9385]], "forces_ev_per_angstrom": [[-1.1, 0.7, -0.2], [-0.1, -0.1, 0.6], [0.1, 0.0, 0.2], [0.3, 0.0, -0.3], [1.0, 0.0, -0.3], [0.0, -0.4, 0.1], [-0.4, 0.2, -0.4], [-0.4, -0.1, -0.1], [1.1, 1.5, -2.1], [0.0, -0.5, 1.1], [1.4, -3.1, 5.3], [0.3, 0.1, -0.6], [0.1, 0.1, -0.2], [-0.5, -0.1, -0.1], [-1.8, 1.6, -3.2]], "total_charge": 2, "e_tot_ev": -43976.5893, "orbital_gap_ev": [5.7, 7.6], "homo_energy_ev": [-15.289, -17.155], "spin_multiplicity": 3}



[3]
{"formula": "C4H5O6Zn", "method": "ωB97M-V/def2-TZVPD", "elements": ["C", "H", "C", "C", "H", "Zn", "O", "C", "O", "H", "O", "O", "H", "O", "O", "H"], "xyz": [[-0.6538, -0.8677, -3.8754], [-0.6502, 1.1768, 0.9553], [-0.0629, -0.4713, -0.3227], [0.2005, 0.4963, 0.8208], [0.7531, -1.2231, -0.4163], [-1.1093, 1.5969, -5.4358], [0.5044, 1.5647, 3.2728], [0.5129, 0.3656, 3.1394], [-0.5977, 0.0788, -4.5754], [1.1067, 1.0841, 0.6215], [0.6466, -0.5226, 4.1136], [-0.5986, -1.9825, -3.5797], [-0.9659, -1.0939, -0.1492], [-0.1754, 0.1501, -1.5260], [0.3775, -0.2869, 1.9957], [0.7120, -0.0653, 4.9616]], "forces_ev_per_angstrom": [[0.8, -3.7, -1.3], [0.1, -0.2, 0.0], [0.0, -0.5, -0.3], [-0.2, 1.2, -1.4], [-0.1, 0.1, 0.1], [-0.8, 2.4, -1.4], [0.0, 3.3, 0.4], [-0.1, -7.2, -0.9], [0.4, -0.8, 1.8], [-0.2, -0.2, 0.1], [-0.1, 2.0, -1.0], [-0.5, 2.0, 0.8], [0.2, 0.1, 0.0], [0.0, 0.1, 0.2], [0.3, 1.3, 2.1], [0.1, -0.1, 1.0]], "total_charge": 2, "e_tot_ev": -64908.0932, "orbital_gap_ev": [2.6, 9.1], "homo_energy_ev": [-16.014, -18.210], "spin_multiplicity": 2}



[4]
{"formula": "C4H5OP", "method": "ωB97M-V/def2-TZVPD", "elements": ["H", "P", "C", "O", "H", "C", "H", "C", "H", "H", "C"], "xyz": [[-0.0775, 0.3826, -0.4586], [0.3798, -2.6277, 1.6781], [1.2800, -1.2162, 1.6737], [2.0331, 1.0814, 1.5014], [-0.3663, 1.6672, -2.5167], [1.5745, -0.0014, 1.6111], [1.5801, -3.6195, 1.7786], [-1.2147, 1.3381, -2.0258], [-1.8952, 0.5764, -0.1125], [-2.1928, 1.6973, -2.2579], [-1.1009, 0.7218, -0.8713]], "forces_ev_per_angstrom": [[-1.6, 0.6, -0.9], [2.6, 0.5, 0.1], [-1.9, -4.1, 0.3], [-0.9, -1.1, 0.3], [1.4, 0.3, -1.4], [1.8, 3.6, -0.5], [-1.5, 1.1, -0.1], [-1.5, -0.1, 1.7], [0.2, -0.1, -1.0], [-0.4, 0.3, -0.7], [1.9, -1.0, 2.3]], "e_tot_ev": -15561.0686, "orbital_gap_ev": 7.2, "homo_energy_ev": -9.115, "spin_multiplicity": 1, "smiles": "O=C=C=P.C=C", "relative_energy_kcal_mol": 68.0}



[5]
{"formula": "C4H5OPS", "method": "ωB97M-V/def2-TZVPD", "elements": ["C", "H", "C", "S", "H", "H", "P", "H", "C", "O", "C", "H"], "xyz": [[0.1488, -1.4149, 0.2887], [-0.8810, 0.9467, -1.6192], [-0.6247, -0.7353, -0.5663], [3.3345, -1.4746, 0.5972], [-1.6438, -0.9050, -0.8692], [1.6916, 1.7526, -0.8214], [1.6535, -0.6024, 0.7890], [0.1364, -2.3504, 0.8475], [-0.2114, 0.6193, -0.8828], [1.5520, -0.1350, 2.3185], [0.9678, 1.0997, -0.4350], [0.6619, 0.0744, 2.5591]], "forces_ev_per_angstrom": [[3.5, -2.0, 3.5], [-0.7, 1.7, -0.8], [-1.6, 4.9, -2.2], [0.2, -0.1, -0.4], [0.0, -0.9, -0.1], [0.5, 0.9, -0.6], [-0.9, 2.8, -1.8], [-0.9, -0.2, -0.8], [-3.0, -4.7, -0.7], [0.6, -0.2, 0.0], [3.4, -2.7, 3.5], [-1.0, 0.4, 0.4]], "e_tot_ev": -26396.4689, "orbital_gap_ev": [7.5, 5.9], "homo_energy_ev": [-6.814, -8.884], "spin_multiplicity": 3, "relative_energy_kcal_mol": 16.1}



[6]
{"formula": "C4H6", "method": "ωB97M-V/def2-TZVPD", "elements": ["H", "C", "C", "H", "C", "H", "H", "H", "H", "C"], "xyz": [[-2.8625, 0.3302, -0.8764], [0.1145, -0.0049, 0.7247], [-2.1475, -0.3806, -0.5199], [2.2433, -0.4049, 0.2271], [-1.1611, -0.3270, 0.2007], [0.3933, -0.1671, 1.7615], [1.4998, 0.8601, -0.7528], [-0.7180, 0.8986, 0.9001], [1.1145, -0.8313, -1.0673], [1.3113, -0.0970, -0.2696]], "forces_ev_per_angstrom": [[-0.4, -0.4, -0.3], [-0.8, 1.3, 0.4], [0.0, 0.4, 0.3], [-0.4, 0.2, 0.1], [-0.7, -1.9, -0.9], [-0.4, -0.7, 0.0], [0.0, 0.0, 0.0], [3.1, 0.6, -0.1], [-0.2, 0.3, 0.4], [-0.3, 0.4, 0.1]], "e_tot_ev": -4241.0446, "orbital_gap_ev": 9.9, "homo_energy_ev": -8.872, "spin_multiplicity": 1, "smiles": "C#CCC", "relative_energy_kcal_mol": 67.2}